DFT (ωB97M-V with the def2-TZVPD basis set) results for a single C3H8N2O molecule at a distorted geometry.

Summary:
- HOMO-LUMO gap: 9.69 eV
- Relative energy (zero: lowest compared OMol25 entry of this formula, charge and spin): 2.6026 eV
- E_HOMO: -0.3257 hartree

Element x y z (Å)
1 C -2.16215 0.39377 0.00656
2 N -1.02998 -0.31570 0.48908
3 C 0.06707 -0.44360 -0.23090
4 O 0.04588 -0.48371 -1.44562
5 C 1.50216 -0.31888 0.39318
6 N 2.17617 0.70430 -0.44210
7 H -3.10893 0.12673 0.65484
8 H -2.65003 -0.05794 -0.97853
9 H -2.05312 1.52750 -0.13696
10 H -0.94551 -0.76683 1.45489
11 H 1.56565 -0.10138 1.50140
12 H 1.73637 -1.36186 0.23280
13 H 1.65027 0.33144 -1.25604
14 H 3.20616 0.76614 -0.24260

Cartesian forces (eV/Å) of the 3 atoms listed first:
C -4.696 -0.789 -1.202
N -0.254 -1.206 3.453
C 2.071 1.316 -0.701